105
Properties=species:S:1:pos:R:3:mulliken_charge:R:1 method="wB97M-V/def2-TZVPD" e_lumo_ev="-1.8555 / -1.8555" s2=2.0096 homo_energy_ev="-8.8 / -9.0" multiplicity=3 gap_ha="0.2551 / 0.2617"
H 1.994 2.039 0.634 0.2686
H -2.707 5.679 -4.143 0.3726
C 1.136 3.427 2.156 1.9111
C 2.544 -4.602 1.205 -0.6523
H -5.166 3.598 -2.127 0.3785
C 1.773 -9.260 1.601 -0.5752
H 3.140 -1.395 1.411 -0.0980
H 3.026 2.288 2.058 0.4541
H 2.887 3.534 0.811 0.4254
H -0.137 3.393 0.380 0.2980
C -2.467 7.337 -1.924 -1.4265
C 3.283 -7.243 0.812 -0.9120
H -2.255 2.943 1.937 0.3230
H -4.269 3.752 -4.334 0.3782
F 4.463 -8.663 -2.214 -0.1693
H -2.817 4.741 -2.666 0.3025
H 0.370 -1.307 0.217 0.2291
H -6.497 3.941 -3.216 0.3553
C -5.599 4.381 -2.763 -1.2223
H -1.755 7.607 -2.714 0.4195
H 2.377 4.074 3.854 0.3722
H 1.429 -8.040 -0.292 -0.0076
F 3.716 -10.490 -3.683 -0.2255
C -3.380 5.427 -3.313 -1.1719
O 1.631 -5.675 -4.476 -0.6098
H 0.640 -9.500 1.888 0.2740
O 0.169 1.292 2.257 -0.4677
H 0.970 -7.142 1.404 0.2585
H 2.574 5.074 2.415 0.4643
C 2.080 -3.259 0.390 -0.2164
H 5.109 -5.371 2.114 0.3786
C 2.073 -1.875 1.271 -0.3019
O 1.138 -5.674 -1.504 -0.4354
H -7.967 5.974 -2.774 0.4456
C 5.046 -5.347 0.946 -1.0278
C 0.184 4.113 1.145 -1.3194
C 2.424 -5.778 -1.834 0.2628
H 0.102 3.232 5.562 0.3861
C -1.056 4.702 1.811 0.2340
F 1.369 -8.813 -3.102 -0.2175
H -4.957 7.423 -4.270 0.3065
O 6.858 -3.172 0.882 -0.4635
C 1.756 -7.778 0.823 0.0629
C -7.013 6.498 -2.637 -1.6612
O 4.096 -5.823 -4.147 -0.5571
H 4.018 -7.962 0.204 0.0615
C 3.494 -5.647 0.379 1.1293
H -4.698 8.640 -3.006 0.3700
C -6.814 5.065 -0.672 -1.7365
H 2.448 -9.087 2.566 0.3272
H -2.126 1.035 3.410 0.3392
N 0.425 2.437 3.035 0.2641
C 5.632 -2.587 1.809 -0.6692
C -4.247 7.790 -3.528 -1.8114
C -1.730 1.684 4.199 -1.8332
H -1.139 1.067 4.888 0.4507
C -3.764 6.705 -2.527 1.6868
F 2.232 -8.443 -5.299 -0.2318
H -1.525 3.903 5.465 0.4529
C 2.522 -8.231 -3.831 0.4827
H 1.616 -10.658 -0.011 0.2271
H -7.093 5.877 0.010 0.4420
C 5.437 -3.673 0.469 0.3432
H -2.612 4.134 3.174 0.3774
C 2.324 2.777 1.372 -1.7479
N -4.810 6.444 -1.480 0.1821
C -5.987 5.607 -1.891 1.6374
H 2.681 -3.036 -0.592 0.1431
H -6.271 4.305 -0.100 0.3326
S 2.749 -6.386 -3.618 1.0445
O -4.178 5.785 -0.410 -0.4288
H -5.074 5.271 -4.661 0.3051
C -4.595 4.690 -3.868 -0.4943
H -2.602 2.051 4.754 0.4157
H 2.635 -11.170 1.253 0.2267
H 3.684 -7.298 1.936 0.3878
C -0.605 3.734 4.892 -1.7104
H -1.931 6.654 -1.256 0.0591
H 1.497 -2.028 2.279 0.2831
H 5.842 -6.024 0.400 0.3561
C 1.838 4.516 3.012 -1.8392
H -0.790 5.557 2.441 0.2574
H -6.701 6.787 -3.638 0.2951
C -1.787 3.650 2.635 -1.4594
H -0.220 4.728 4.672 0.2886
H 0.712 4.910 0.606 0.3672
H -2.699 8.253 -1.365 0.4493
H 1.162 5.280 3.396 0.3092
H 5.608 -3.047 2.894 0.2402
H 0.958 -3.463 0.034 0.3534
H -7.228 7.410 -2.067 0.3776
H -1.731 5.093 1.040 -0.1441
H 1.564 -5.071 1.661 0.2249
O 3.602 -5.427 -1.061 -0.2968
H -3.409 8.183 -4.120 0.4506
H 5.616 -1.430 1.626 0.3471
C 3.956 -9.017 -3.559 0.5439
C -0.882 2.875 3.632 1.8094
H -7.741 4.586 -1.008 0.4169
N 2.336 -10.326 0.685 -0.5195
H 4.895 -3.223 -0.569 0.2410
N 1.286 -0.850 0.428 -0.4844
H 1.792 -0.803 -0.503 0.2543
H 3.161 -4.212 2.150 0.2266
F 4.954 -8.647 -4.617 -0.1966